Here is one molecule with the formula C2H4O3S from the Open Molecules 2025 dataset. Energies are from ωB97M-V/def2-TZVPD.

## Properties
**HOMO**: -9.476 eV
**Total energy**: -702.366485 a.u.
**Orbital gap**: 0.3627 hartree

```
! wB97M-V def2-TZVPD RIJCOSX def2/J DEFGRID3
* xyz 0 1
S -1.8222 -0.0434 -0.5823
O 1.0165 1.8749 0.8478
O 2.1552 0.0442 -0.9630
O 1.0910 -0.3134 -0.2186
C -0.9972 0.4589 0.9890
C 0.3888 0.9068 0.7093
H -3.0907 -0.3226 -0.0406
H 2.8670 -0.3244 -0.3159
H -1.1229 -0.4971 1.4795
H -1.5949 1.2685 1.4237
*
```

=====

Here is a 2-piece molecular cluster, C2H4O3S overall from the Open Molecules 2025 dataset. Energies are from ωB97M-V/def2-TZVPD.

## Properties
**HOMO (alpha / beta)**: -7.539 / -9.636 eV
**Total energy**: -702.350228 a.u.
**Orbital gap (alpha / beta)**: 0.2902 / 0.3059 hartree

```
! wB97M-V def2-TZVPD RIJCOSX def2/J DEFGRID3
* xyz 0 3
S 3.0750 -0.1855 -1.2079
O -2.0033 1.1448 0.2422
O 0.6590 0.0968 1.4339
O -2.1260 -1.0669 0.0578
C -0.0464 -0.1283 0.3988
C -1.4674 0.0682 0.2638
H -3.0447 -0.9275 -0.2332
H 0.1843 0.3519 2.3667
H 2.9950 1.0928 -1.6401
H 1.7746 -0.4462 -1.6820
*
```

=====

Here is a 2-piece molecular cluster, C2H4O4 overall from the Open Molecules 2025 dataset. Energies are from ωB97M-V/def2-TZVPD.

## Properties
**HOMO**: -11.001 eV
**Total energy**: -379.540525 a.u.
**Orbital gap**: 0.4189 hartree

```
! wB97M-V def2-TZVPD RIJCOSX def2/J DEFGRID3
* xyz 0 1
O 0.5656 -0.3197 1.7475
O -1.7315 -1.4202 -1.2999
O -0.6710 0.6829 -1.4429
O 2.1214 1.2805 1.5866
C 1.2883 0.5432 1.0788
C -1.4388 -0.3247 -0.9174
H 1.0792 0.2552 0.0591
H -1.7000 0.1112 0.0394
H -0.3810 0.3865 -2.3114
H 0.8678 -1.1950 1.4603
*
```

=====

Here is a 2-piece molecular cluster, C2H4O4 overall from the Open Molecules 2025 dataset. Energies are from ωB97M-V/def2-TZVPD.

## Properties
**HOMO**: -10.598 eV
**Total energy**: -379.555369 a.u.
**Orbital gap**: 0.4190 hartree

```
! wB97M-V def2-TZVPD RIJCOSX def2/J DEFGRID3
* xyz 0 1
O 1.6546 -0.8421 -0.4826
O 0.5956 1.2056 0.5665
O -1.5748 1.4183 0.0738
O -0.5986 -1.0401 -0.2865
C -0.5369 1.1029 0.8580
C 0.4932 -1.4168 -0.5636
H -0.8797 0.7519 1.7496
H -1.4014 1.7532 -0.7795
H 0.7776 -2.3002 -1.3462
H 1.6240 -0.0799 0.1541
*
```

=====

Here is C2H4O5S as an isolated structure from the Open Molecules 2025 dataset. Energies are from ωB97M-V/def2-TZVPD.

## Properties
**HOMO**: -11.592 eV
**Total energy**: -852.960710 a.u.
**Orbital gap**: 0.4422 hartree

```
! wB97M-V def2-TZVPD RIJCOSX def2/J DEFGRID3
* xyz 0 1
S -1.4974 0.0699 -0.1032
O -2.3999 1.1304 0.2239
O 0.7883 -1.5494 -0.0114
O -0.3532 0.0761 0.9794
O -0.7129 0.0638 -1.3016
O -2.2991 -1.2485 0.0250
C 0.7719 -0.4024 0.2145
C 1.6968 0.7496 0.0470
H 1.0234 1.6097 -0.2966
H -1.6544 -2.0232 -0.3137
H 1.9662 1.0492 0.9955
H 2.6703 0.4749 -0.4588
*
```

=====

Here is one molecule with the formula C2H4OS2 from the Open Molecules 2025 dataset. Energies are from ωB97M-V/def2-TZVPD.

## Properties
**HOMO**: -8.740 eV
**Total energy**: -950.164250 a.u.
**Orbital gap**: 0.3242 hartree

```
! wB97M-V def2-TZVPD RIJCOSX def2/J DEFGRID3
* xyz 0 1
S 0.7787 1.5714 -0.5246
S -1.3298 -2.1057 0.5732
O 0.2974 -0.2678 1.4648
C -0.3972 -0.6906 0.4283
C -0.0174 0.0332 -0.7700
H -0.7751 0.0449 -1.6223
H 0.4684 -0.7881 -1.2871
H -0.1175 1.9692 0.5568
H 1.0926 0.2334 1.1810
*
```

=====

Here is a 2-piece molecular cluster, C2H4OS2 overall from the Open Molecules 2025 dataset. Energies are from ωB97M-V/def2-TZVPD.

## Properties
**HOMO**: -8.820 eV
**Total energy**: -950.174573 a.u.
**Orbital gap**: 0.3453 hartree

```
! wB97M-V def2-TZVPD RIJCOSX def2/J DEFGRID3
* xyz 0 1
S 1.9531 0.0002 -0.8381
S 0.5965 0.6843 0.4785
O 0.1297 -1.9564 2.0450
C -0.8613 0.8702 -0.6211
C -0.6345 -1.2025 1.7847
H 1.7733 -1.2663 -0.2917
H -1.1310 -0.1910 -0.7427
H -0.3480 1.3193 -1.4824
H -1.4778 1.7422 -0.3323
*
```

=====

Here is one molecule with the formula C2H4OS2 from the Open Molecules 2025 dataset. Energies are from ωB97M-V/def2-TZVPD.

## Properties
**HOMO**: -9.420 eV
**Total energy**: -950.189089 a.u.
**Orbital gap**: 0.3643 hartree

```
! wB97M-V def2-TZVPD RIJCOSX def2/J DEFGRID3
* xyz 0 1
S 2.2242 0.0488 -0.2585
S -1.9404 0.2685 -0.2235
O 0.4956 1.9700 -0.0074
C 0.6207 0.7688 0.0766
C -0.4652 -0.2178 0.3824
H -1.9291 -0.1319 -1.5377
H -0.1493 -1.2310 0.0147
H -0.7095 -0.3305 1.3768
H 1.8529 -1.1449 0.1767
*
```

=====

Here is a 2-piece molecular cluster, C2H4OS2 overall from the Open Molecules 2025 dataset. Energies are from ωB97M-V/def2-TZVPD.

## Properties
**HOMO**: -8.184 eV
**Total energy**: -950.003622 a.u.
**Orbital gap**: 0.2513 hartree

```
! wB97M-V def2-TZVPD RIJCOSX def2/J DEFGRID3
* xyz 0 1
S 2.1930 1.1115 0.1833
S 1.6635 -1.8061 0.0548
O 1.7594 -0.3500 -0.6601
C -1.1299 0.0212 -0.2719
C -1.1891 -1.0229 0.4493
H -1.9460 0.7016 -0.4915
H -0.1857 0.3100 -0.7539
H -1.4789 -1.8142 1.0819
H 3.5171 0.9270 0.0918
*
```

=====

Here is C2H4OS3 as an isolated structure from the Open Molecules 2025 dataset. Energies are from ωB97M-V/def2-TZVPD.

## Properties
**HOMO (alpha / beta)**: -8.657 / -9.175 eV
**Total energy**: -1348.232804 a.u.
**Orbital gap (alpha / beta)**: 0.3228 / 0.2125 hartree

```
! wB97M-V def2-TZVPD RIJCOSX def2/J DEFGRID3
* xyz 0 3
S -1.1799 -0.2541 1.6013
S -1.3773 -3.3593 -0.7596
S -0.7810 -1.6248 -1.5480
O 0.7571 -1.0133 -0.0017
C 0.8281 1.4637 0.3411
C 0.0717 0.0304 0.6908
H 1.0783 1.4115 -0.6452
H -1.5782 -0.6968 -0.8281
H 1.8687 1.6841 0.7371
H 0.3125 2.3588 0.4124
*
```

=====

Here is one molecule with the formula C2H4S from the Open Molecules 2025 dataset. Energies are from ωB97M-V/def2-TZVPD.

## Properties
**HOMO**: -8.781 eV
**Total energy**: -476.733218 a.u.
**Orbital gap**: 0.3627 hartree

```
! wB97M-V def2-TZVPD RIJCOSX def2/J DEFGRID3
* xyz 0 1
S -1.5315 -0.0852 0.1313
C 0.0332 -0.7928 -0.0188
C 0.0319 0.6643 0.0391
H 0.4895 1.4750 0.8207
H 0.3808 -1.3402 0.8314
H 0.4027 -1.0812 -0.9166
H 0.1933 1.1603 -0.8871
*
```

=====

Here is a 2-piece molecular cluster, C2H4S4 overall from the Open Molecules 2025 dataset. Energies are from ωB97M-V/def2-TZVPD.

## Properties
**HOMO**: -7.680 eV
**Total energy**: -1671.242529 a.u.
**Orbital gap**: 0.2983 hartree

```
! wB97M-V def2-TZVPD RIJCOSX def2/J DEFGRID3
* xyz 0 1
S -0.6339 0.7019 -1.7965
S -0.2861 -2.3656 -0.3943
S 2.4187 0.7698 0.6029
S -2.8598 0.7093 0.7866
C -1.5637 0.2141 -0.2886
C -0.6677 -0.6975 -0.5433
H -3.6754 1.1997 -0.2789
H 2.6042 1.5258 1.7176
H 3.6045 0.1568 0.8775
H 1.0593 -2.2144 -0.6830
*
```

=====

Here is one molecule with the formula C2H4Si from the Open Molecules 2025 dataset. Energies are from ωB97M-V/def2-TZVPD.

## Properties
**HOMO (alpha / beta)**: -7.930 / -7.931 eV
**Total energy**: -367.911397 a.u.
**Orbital gap (alpha / beta)**: 0.2627 / 0.2628 hartree

```
! wB97M-V def2-TZVPD RIJCOSX def2/J DEFGRID3
* xyz 0 1
Si 0.8210 1.0532 -0.4807
C -0.6697 -0.8857 0.7715
C -0.8642 0.3118 0.4936
H 1.8313 0.1702 -0.0449
H -0.1065 -1.8771 0.9117
H 0.7202 0.2879 -1.9612
H -1.7321 0.9397 0.3100
*
```

=====

Here is C2H5AlMgO3 as an isolated structure from the Open Molecules 2025 dataset. Energies are from ωB97M-V/def2-TZVPD.

## Properties
**HOMO (alpha / beta)**: -12.779 / -12.774 eV
**Total energy**: -747.287207 a.u.
**Orbital gap (alpha / beta)**: 0.3071 / 0.2074 hartree

```
! wB97M-V def2-TZVPD RIJCOSX def2/J DEFGRID3
* xyz 1 2
Al -0.0138 0.3122 2.2211
Mg -1.5364 0.3820 0.1001
O -1.9223 0.6258 1.9737
O -0.8897 -0.9284 -1.1282
O 0.3675 0.6358 0.6111
C 0.4981 -0.8411 -1.2449
C 1.1270 0.3690 -0.5297
H 1.1433 1.2743 -1.1660
H 0.9025 -1.7478 -0.7437
H 2.1890 0.1616 -0.3056
H 0.8493 -0.8667 -2.2948
H -2.7145 0.6233 2.5068
*
```

=====

Here is a 2-piece molecular cluster, C2H5BrClN overall from the Open Molecules 2025 dataset. Energies are from ωB97M-V/def2-TZVPD.

## Properties
**HOMO (alpha / beta)**: -8.159 / -9.784 eV
**Total energy**: -3168.002389 a.u.
**Orbital gap (alpha / beta)**: 0.2830 / 0.3519 hartree

```
! wB97M-V def2-TZVPD RIJCOSX def2/J DEFGRID3
* xyz 0 1
Br 2.5458 -0.2496 0.6987
Cl 1.2064 1.0435 -1.6772
N -0.7793 0.2967 0.7864
C -0.9334 -0.8657 0.0428
C 1.5573 1.1032 -0.0364
H -1.3584 1.0057 0.4273
H -0.8192 -0.9270 -1.1232
H -0.3842 -1.7333 0.3421
H -1.9066 -1.2575 -0.0075
H 0.8715 1.5842 0.5469
*
```

=====

Here is one molecule with the formula C2H5BrClN from the Open Molecules 2025 dataset. Energies are from ωB97M-V/def2-TZVPD.

## Properties
**HOMO**: -9.280 eV
**Total energy**: -3168.119492 a.u.
**Orbital gap**: 0.3422 hartree

```
! wB97M-V def2-TZVPD RIJCOSX def2/J DEFGRID3
* xyz 0 1
Br -2.7464 -1.2388 -0.0449
Cl -0.9387 -2.0669 -2.4126
N 0.0978 -0.2890 -0.9289
C 0.3004 0.5540 0.1860
C -0.5867 -1.5877 -0.8173
H -0.5324 1.3273 0.4030
H 0.0015 0.2149 -1.8497
H -0.2443 -2.2371 -0.0473
H 1.0672 1.1956 -0.1303
H 0.3652 -0.0754 1.0937
*
```

=====

Here is a 2-piece molecular cluster, C2H5BrClN overall from the Open Molecules 2025 dataset. Energies are from ωB97M-V/def2-TZVPD.

## Properties
**HOMO (alpha / beta)**: -9.463 / -9.463 eV
**Total energy**: -3167.980145 a.u.
**Orbital gap (alpha / beta)**: 0.2181 / 0.2180 hartree

```
! wB97M-V def2-TZVPD RIJCOSX def2/J DEFGRID3
* xyz 0 1
Br -1.3924 -1.5182 -2.0980
Cl 0.2251 -2.6302 1.0085
N -0.0360 -0.7861 -1.2026
C 0.6615 0.7039 0.7373
C -0.2848 0.3832 -0.4146
H -0.3390 1.3101 -1.0668
H 1.6638 0.4432 0.3732
H -1.2365 0.5410 -0.0135
H 0.2523 1.6686 1.1482
H 0.4860 -0.1156 1.5284
*
```

=====

Here is an isolated ion of composition C2H5BrN and charge +1 from the Open Molecules 2025 dataset. Energies are from ωB97M-V/def2-TZVPD.

## Properties
**HOMO**: -15.354 eV
**Total energy**: -2707.578966 a.u.
**Orbital gap**: 0.3529 hartree

```
! wB97M-V def2-TZVPD RIJCOSX def2/J DEFGRID3
* xyz 1 1
Br 2.5758 0.0332 -0.3228
N -0.1605 -0.2986 -0.2066
C -1.3889 -0.2709 -0.4682
C 0.8605 0.5715 0.6645
H 0.4830 -1.0304 -0.5814
H 1.3952 0.0608 1.4797
H -0.0335 1.3932 0.5597
H -1.6654 -0.9111 -1.2034
H -2.0663 0.4524 0.0785
*
```

=====

Here is C2H5BrN2S as an isolated structure from the Open Molecules 2025 dataset. Energies are from ωB97M-V/def2-TZVPD.

## Properties
**HOMO (alpha / beta)**: -8.352 / -8.354 eV
**Total energy**: -3160.778112 a.u.
**Orbital gap (alpha / beta)**: 0.2941 / 0.2942 hartree

```
! wB97M-V def2-TZVPD RIJCOSX def2/J DEFGRID3
* xyz 0 1
Br 0.1675 0.7408 3.2495
S 0.9855 -1.3839 0.8372
N -0.4326 0.9862 0.5784
N 0.5570 0.7288 1.3582
C 0.2446 -1.0510 -0.7450
C -0.1290 0.4758 -0.7676
H 0.9530 -1.4119 -1.5195
H -0.8420 0.6481 -1.6207
H -1.4460 0.8816 0.6562
H 0.7615 0.9801 -1.0579
H -0.8195 -1.5945 -0.9688
*
```

=====

Here is one molecule with the formula C2H5BrS from the Open Molecules 2025 dataset. Energies are from ωB97M-V/def2-TZVPD.

## Properties
**HOMO**: -8.825 eV
**Total energy**: -3051.374820 a.u.
**Orbital gap**: 0.3242 hartree

```
! wB97M-V def2-TZVPD RIJCOSX def2/J DEFGRID3
* xyz 0 1
Br 3.0544 0.1167 -1.3826
S 0.9406 -0.3597 -1.4868
C -1.1355 -0.0472 0.3567
C 0.3675 0.1133 0.1619
H 0.7078 -0.6011 1.0158
H 0.7496 1.1747 0.2331
H -1.4932 -1.0215 -0.0413
H -1.5136 -0.2257 1.3348
H -1.6776 0.8505 -0.1917
*
```